Here is a cluster of 15 separate species, C90H75F15 in total from the Open Molecules 2025 dataset. Energies are from the ωB97M-V functional and the def2-TZVPD basis.

Last column: Löwdin spin population.
Geometry (Å):
F -5.81553 2.62659 -5.70134  0.00
C -5.04674 1.88222 -4.88979  0.00
C -4.12457 2.53779 -4.09109  0.00
C -3.49634 1.75538 -3.10149  0.00
C -3.83840 0.41138 -2.89684  0.00
C -4.72912 -0.24495 -3.72966  0.00
C -5.35190 0.51228 -4.72069  0.00
H -3.94870 3.59799 -4.19807  0.00
H -2.84697 2.27615 -2.41336  0.00
H -3.42754 -0.03966 -2.00569  0.00
H -4.96521 -1.29588 -3.65090  0.00
H -6.09347 0.05835 -5.36134  0.00
F 7.28608 1.42313 3.23480  0.00
C 6.00806 0.93602 3.32705  0.00
C 5.24849 1.00561 4.49691  0.00
C 3.88719 0.65758 4.46679  0.00
C 3.36763 0.07150 3.33500  0.00
C 4.14929 -0.11334 2.20126  0.00
C 5.52085 0.31616 2.18423  0.00
H 5.67778 1.53891 5.33218  0.00
H 3.17917 0.79131 5.27129  0.00
H 2.33434 -0.23003 3.24683  0.00
H 3.67164 -0.38162 1.27052  0.00
H 6.20644 0.20208 1.35758  0.00
F -1.17714 -4.12770 1.21435  0.00
C -0.56165 -5.13153 1.94245  0.00
C -0.24169 -4.93093 3.25509  0.00
C 0.31663 -5.91641 4.04512  0.00
C 0.45514 -7.16777 3.50906  0.00
C 0.22705 -7.37418 2.16392  0.00
C -0.29050 -6.39016 1.32654  0.00
H -0.32262 -3.96736 3.73613  0.00
H 0.48828 -5.60698 5.06550  0.00
H 0.85232 -7.91850 4.17616  0.00
H 0.32919 -8.38379 1.79421  0.00
H -0.45784 -6.52696 0.26838  0.00
F 3.27355 -4.75474 2.12771  0.00
C 3.32924 -4.85138 3.42530  0.00
C 3.80567 -6.02345 4.00855  0.00
C 3.87913 -6.16492 5.37875  0.00
C 3.44002 -5.08650 6.17824  0.00
C 2.93472 -3.92844 5.58827  0.00
C 2.85034 -3.82430 4.21167  0.00
H 4.01137 -6.85801 3.35463  0.00
H 4.16817 -7.12083 5.78998  0.00
H 3.33438 -5.26064 7.23886  0.00
H 2.54986 -3.09995 6.16435  0.00
H 2.39937 -2.93251 3.80211  0.00
F 5.58283 4.29301 -2.25154  0.00
C 4.72065 3.28274 -2.41440  0.00
C 4.24199 3.01633 -3.71860  0.00
C 3.28372 2.04406 -3.91650  0.00
C 2.82022 1.33628 -2.76889  0.00
C 3.29936 1.61079 -1.49554  0.00
C 4.29037 2.60261 -1.32482  0.00
H 4.50624 3.64429 -4.55660  0.00
H 2.92769 1.68003 -4.86894  0.00
H 2.08780 0.54348 -2.73134  0.00
H 2.87873 1.11617 -0.63251  0.00
H 4.64749 2.85282 -0.33676  0.00
F -4.17668 3.32496 0.69344  0.00
C -3.84603 4.38621 -0.08549  0.00
C -4.88592 5.06079 -0.76662  0.00
C -4.66252 6.22691 -1.50108  0.00
C -3.33473 6.73184 -1.56408  0.00
C -2.23731 6.02454 -0.98924  0.00
C -2.53446 4.88195 -0.18921  0.00
H -5.86893 4.63202 -0.63917  0.00
H -5.44489 6.73267 -2.04744  0.00
H -3.10384 7.59648 -2.16865  0.00
H -1.19130 6.27841 -1.07762  0.00
H -1.79111 4.36106 0.39603  0.00
F -0.80120 1.90833 -0.14380  0.00
C -0.26259 0.65186 -0.18442  0.04
C 0.28155 0.05101 0.95715  0.18
C 0.65897 -1.29413 0.86762  0.17
C 0.65838 -1.99697 -0.32213  0.04
C 0.17993 -1.36684 -1.48115  0.21
C -0.30091 -0.06184 -1.42338  0.18
H 0.24053 0.71998 1.80402  0.02
H 1.14557 -1.77658 1.70240  0.01
H 0.80878 -3.06465 -0.38420  0.00
H -0.05996 -1.94968 -2.35816  0.02
H -0.79588 0.30276 -2.31135  0.01
F -3.97707 5.71962 4.97761  0.00
C -3.51738 4.43708 4.69026  0.00
C -3.67595 3.39070 5.59750  0.00
C -3.16281 2.11762 5.31549  0.00
C -2.70243 1.85603 3.96143  0.00
C -2.52791 2.92153 3.07455  0.00
C -3.00265 4.17166 3.41365  0.00
H -4.11049 3.66355 6.54783  0.00
H -3.13896 1.33129 6.05545  0.00
H -2.35914 0.84322 3.81055  0.00
H -2.13660 2.69681 2.09334  0.00
H -2.96119 5.01174 2.73620  0.00
F 2.17241 2.55356 1.99579  0.00
C 1.45059 3.68826 2.02071  0.00
C 0.70270 4.06538 3.14020  0.00
C 0.25919 5.36937 3.25047  0.00
C 0.41712 6.29996 2.20607  0.00
C 1.02565 5.90470 1.03031  0.00
C 1.55489 4.58057 0.93490  0.00
H 0.49526 3.41062 3.97367  0.00
H -0.15190 5.58873 4.22478  0.00
H 0.07792 7.31552 2.34742  0.00
H 1.12950 6.57514 0.18999  0.00
H 2.11734 4.42196 0.02666  0.00
F -4.72671 -4.05132 0.26918  0.00
C -4.80126 -2.80990 0.71761  0.00
C -3.74483 -1.96526 0.58044  0.00
C -3.80358 -0.60718 0.94024  0.00
C -4.98212 -0.15765 1.51272  0.00
C -6.04916 -1.04087 1.66585  0.00
C -5.94993 -2.37678 1.40374  0.00
H -2.85320 -2.39353 0.14688  0.00
H -2.94286 -0.01599 0.66449  0.00
H -4.98459 0.89130 1.76982  0.00
H -6.97024 -0.63399 2.05631  0.00
H -6.82647 -3.00739 1.38318  0.00
F -2.99346 -2.58298 -2.38876  0.00
C -2.21100 -3.50692 -2.92276  0.00
C -1.86448 -3.23333 -4.28545  0.00
C -1.07281 -4.14360 -4.92008  0.00
C -0.66495 -5.31308 -4.23548  0.00
C -1.05664 -5.56768 -2.95122  0.00
C -1.83028 -4.62623 -2.24628  0.00
H -2.22435 -2.29845 -4.68908  0.00
H -0.70912 -3.93510 -5.91540  0.00
H -0.13771 -6.10316 -4.74947  0.00
H -0.84337 -6.47933 -2.41289  0.00
H -2.15409 -4.72075 -1.22032  0.00
F -0.45879 -0.04649 -4.81520  0.00
C 0.33203 -0.56193 -5.78943  0.00
C 1.50229 -1.30969 -5.37616  0.00
C 2.31439 -2.01009 -6.30009  0.00
C 1.87756 -2.11130 -7.59646  0.00
C 0.68289 -1.45897 -8.01512  0.00
C -0.10480 -0.70805 -7.09072  0.00
H 1.67528 -1.34696 -4.31076  0.00
H 3.23722 -2.50333 -6.03268  0.00
H 2.48301 -2.65376 -8.30750  0.00
H 0.30878 -1.59927 -9.01849  0.00
H -0.99058 -0.24905 -7.50436  0.00
F 1.40712 5.95724 -2.00386  0.00
C 1.06758 5.24589 -3.09974  0.00
C 1.10127 5.80304 -4.40049  0.00
C 0.49022 5.15075 -5.42467  0.00
C -0.02588 3.80525 -5.30047  0.00
C 0.01931 3.21142 -4.04340  0.00
C 0.56082 3.89595 -2.97250  0.00
H 1.36465 6.83868 -4.55695  0.00
H 0.31143 5.68296 -6.34726  0.00
H -0.46576 3.31822 -6.15821  0.00
H -0.33035 2.20186 -3.88555  0.00
H 0.49370 3.56332 -1.94719  0.00
F 6.59077 -0.50614 -3.34234  0.00
C 5.95741 -1.07272 -2.35410  0.00
C 4.61281 -1.36055 -2.51804  0.00
C 3.89604 -1.93732 -1.44893  0.01
C 4.58891 -2.20858 -0.27096  0.00
C 5.96809 -2.00759 -0.14893  0.00
C 6.65475 -1.35198 -1.19353  0.00
H 4.11747 -1.17235 -3.45911  0.00
H 2.83784 -2.13227 -1.35629  0.01
H 4.05635 -2.64992 0.55850  0.00
H 6.49555 -2.32459 0.73859  0.00
H 7.70286 -1.12061 -1.07372  0.00
F 0.43867 -1.40155 4.28440  0.00
C -0.91154 -1.45066 4.63503  0.00
C -1.24291 -1.21044 5.97695  0.00
C -2.57670 -1.31126 6.38604  0.01
C -3.56588 -1.64061 5.34080  0.00
C -3.13543 -1.91063 4.01941  0.00
C -1.83871 -1.75007 3.61551  0.01
H -0.54724 -1.05613 6.78851  0.00
H -2.90928 -1.29282 7.41339  0.00
H -4.60907 -1.73451 5.60410  0.00
H -3.83556 -2.15487 3.23419  0.00
H -1.58743 -1.94371 2.58315  0.00

Computed properties:
Charge   -1
Largest force on an atom   4.066 eV/Å
E_LUMO (spin up / spin down)   2.18 / 2.18 eV
Orbital gap (spin up / spin down)   0.09645 / 0.27367 hartree
Spin multiplicity   2